1.
Below is 2 unconnected molecules or ions with the total composition C2H5NOS in a non-equilibrium geometry, with properties calculated with ωB97M-V/def2-TZVPD.

Output
**Orbital gap**: 8.32 eV
**Spin multiplicity**: 1
**Highest occupied orbital energy**: -9.06 eV

Atoms and positions in Å:
C  -1.02042  0.50237  -0.29489
C  0.40502  0.10791  0.00667
H  -1.02735  1.03727  -2.35495
H  -1.62588  -0.25005  0.56853
H  -1.45848  1.55453  -0.13394
H  0.97967  0.84057  -0.26708
H  2.25692  -2.41862  1.55015
N  0.55729  -0.98848  0.88307
O  -1.14520  0.16372  -1.76425
S  2.07844  -0.54922  1.80669

Löwdin population analysis, charges in e, atoms 1 to 4: -0.231, -0.282, 0.145, 0.171


2.
Below is C2H5NOS in the gas phase in a non-equilibrium geometry, with properties calculated with ωB97M-V/def2-TZVPD.

Output
**Orbital gap**: 8.61 eV
**Spin multiplicity**: 1
**SMILES**: CN(O)C=S
**Highest occupied orbital energy**: -8.22 eV

Atoms and positions in Å:
C  -0.33028  -0.85041  0.81363
N  0.07099  0.35141  -0.00609
O  -0.02248  1.49543  0.60191
C  0.79183  0.33497  -1.05446
S  0.54762  -0.74332  -2.26807
H  -0.67458  -1.50486  -0.23005
H  0.70518  -1.09724  1.24265
H  -1.25535  -0.70044  1.46025
H  -0.99329  1.48335  0.80208
H  1.16035  1.23110  -1.36185

Löwdin population analysis, charges in e, atoms 1 to 4: -0.011, -0.399, 0.018, -0.687


3.
Below is a molecular structure, C2H5NOS in a non-equilibrium geometry, with properties calculated with ωB97M-V/def2-TZVPD.

Output
**Orbital gap**: 8.31 eV
**Spin multiplicity**: 1
**Highest occupied orbital energy**: -8.49 eV

Atoms and positions in Å:
C  0.10767  -1.25664  -0.94311
C  -0.54390  0.99210  0.95151
H  0.79396  -1.59513  -2.10306
H  -1.39253  -1.10210  -0.89513
H  0.66594  -1.83161  0.26051
H  1.46137  1.43150  0.34623
H  -1.54547  0.18016  0.85015
N  0.64218  0.89349  0.19989
O  0.41301  0.34516  -1.16028
S  -0.60224  1.94306  2.49329

Löwdin population analysis, charges in e, atoms 1 to 4: -0.103, -0.606, 0.152, 0.168